{"formula": "C44H55CaN4P", "method": "ωB97M-V/def2-TZVPD", "species": ["Ca", "C", "C", "C", "C", "C", "C", "C", "C", "C", "C", "C", "C", "C", "C", "C", "C", "N", "C", "C", "C", "N", "C", "C", "C", "N", "C", "C", "C", "C", "C", "C", "C", "C", "C", "C", "C", "C", "N", "C", "C", "H", "H", "H", "H", "H", "H", "H", "H", "H", "H", "H", "H", "H", "H", "H", "H", "H", "H", "H", "H", "H", "H", "H", "H", "H", "H", "H", "H", "H", "H", "H", "H", "H", "H", "H", "H", "H", "H", "H", "H", "H", "H", "H", "H", "C", "P", "C", "C", "C", "C", "C", "C", "C", "H", "H", "H", "H", "H", "H", "H", "H", "H", "H", "H"], "positions_angstrom": [[-0.22, -0.68, -0.13], [-4.95, -2.51, 3.88], [-4.65, -3.18, 2.53], [-3.92, -2.25, 1.62], [-4.44, -1.43, 0.65], [-5.86, -1.33, 0.21], [-6.67, -0.30, 1.01], [-3.32, -0.67, 0.11], [-3.41, 0.37, -0.83], [-2.38, 1.20, -1.29], [-2.55, 2.30, -2.22], [-3.85, 2.76, -2.80], [-4.64, 3.65, -1.83], [-1.30, 2.82, -2.44], [-0.38, 2.04, -1.63], [1.01, 2.20, -1.58], [1.96, 1.42, -0.90], [1.66, 0.36, -0.11], [2.82, -0.19, 0.32], [2.91, -1.28, 1.20], [1.86, -1.97, 1.83], [0.54, -1.80, 1.57], [-0.16, -2.54, 2.46], [-1.56, -2.65, 2.47], [-2.48, -2.01, 1.63], [-2.17, -1.07, 0.71], [0.76, -3.24, 3.34], [2.02, -2.89, 2.95], [3.31, -3.36, 3.53], [3.89, -4.56, 2.77], [0.38, -4.08, 4.52], [0.19, -3.22, 5.78], [3.94, 0.55, -0.23], [3.41, 1.57, -0.98], [4.15, 2.64, -1.71], [4.28, 3.92, -0.87], [5.39, 0.22, -0.03], [6.00, 0.89, 1.21], [-1.07, 1.09, -0.95], [-0.94, 3.96, -3.34], [-0.90, 5.30, -2.60], [-5.61, -3.13, 4.49], [-5.41, -1.54, 3.73], [-4.02, -2.35, 4.44], [-5.59, -3.48, 2.06], [-4.07, -4.08, 2.68], [-6.34, -2.31, 0.30], [-5.89, -1.06, -0.85], [-6.83, -0.66, 2.03], [-7.65, -0.14, 0.56], [-6.15, 0.65, 1.07], [-4.40, 0.57, -1.22], [-4.46, 1.89, -3.05], [-3.67, 3.31, -3.72], [-4.73, 3.18, -0.85], [-5.64, 3.85, -2.21], [-4.13, 4.61, -1.69], [1.41, 3.03, -2.16], [3.91, -1.58, 1.48], [-1.97, -3.33, 3.20], [3.16, -3.64, 4.58], [4.04, -2.54, 3.52], [3.25, -5.43, 2.89], [4.88, -4.81, 3.16], [3.98, -4.34, 1.71], [1.16, -4.82, 4.70], [-0.54, -4.62, 4.32], [1.08, -2.62, 5.97], [0.00, -3.85, 6.65], [-0.65, -2.54, 5.65], [3.63, 2.88, -2.65], [5.14, 2.28, -1.98], [3.29, 4.31, -0.63], [4.84, 4.69, -1.41], [4.80, 3.71, 0.06], [5.95, 0.52, -0.91], [5.50, -0.87, 0.06], [6.03, 1.97, 1.09], [7.01, 0.53, 1.37], [5.40, 0.67, 2.10], [-1.68, 4.02, -4.14], [0.02, 3.77, -3.81], [-1.87, 5.53, -2.16], [-0.63, 6.11, -3.28], [-0.17, 5.28, -1.79], [0.21, -3.22, -3.24], [0.39, -1.41, -2.90], [2.20, -1.22, -3.11], [-0.29, -0.77, -4.48], [0.40, -0.83, -5.69], [-0.19, -0.37, -6.86], [-1.47, 0.16, -6.83], [-2.16, 0.24, -5.62], [-1.57, -0.22, -4.46], [0.62, -3.48, -4.21], [-0.85, -3.47, -3.23], [0.71, -3.79, -2.46], [2.60, -1.80, -3.94], [2.69, -1.55, -2.19], [2.43, -0.17, -3.25], [1.41, -1.23, -5.73], [0.35, -0.43, -7.79], [-1.93, 0.51, -7.74], [-3.15, 0.68, -5.59], [-2.10, -0.14, -3.51]], "mulliken_charge": [2.687, -1.069, -1.012, 0.585, 0.553, -1.147, -1.095, -0.036, -0.734, -0.124, 0.748, -1.206, -1.259, 0.981, -0.405, -0.503, -0.071, -0.385, -0.170, -0.730, -0.100, -0.410, -0.265, -0.467, -0.139, -0.627, 0.560, 0.615, -1.086, -1.185, -1.096, -1.123, 0.956, 0.537, -1.120, -1.140, -1.235, -1.129, -0.295, -1.094, -1.126, 0.391, 0.264, 0.249, 0.345, 0.442, 0.419, 0.398, 0.272, 0.371, 0.280, 0.347, 0.381, 0.398, 0.262, 0.399, 0.260, 0.360, 0.311, 0.180, 0.398, 0.420, 0.320, 0.383, 0.284, 0.378, 0.450, 0.324, 0.387, 0.269, 0.346, 0.425, 0.265, 0.415, 0.224, 0.471, 0.404, 0.258, 0.387, 0.283, 0.500, 0.405, 0.229, 0.407, 0.250, -1.382, 1.477, -1.660, 0.273, -0.605, -0.679, -0.610, -0.511, -0.481, 0.429, 0.395, 0.437, 0.582, 0.382, 0.317, 0.268, 0.399, 0.389, 0.436, 0.293], "homo_lumo_gap_ha": 0.2122, "max_force_ev_per_a": 2.124, "mol_weight_g_mol": 711.004}